Molecular formula: C34H57CoF3N2O2Si
Method: DFT, ωB97M-V/def2-TZVPD

Each line ends with the Mulliken spin population.
Element x y z (Å)
O 1.78672 -2.14446 -1.81929  0.00
O 0.57623 -0.51665 -3.43403  0.00
C 3.00147 -2.55944 -1.19106  0.00
C 2.87657 -3.32241 0.11121  0.00
H 3.56397 -1.62898 -1.02281  0.00
H 3.55990 -3.14684 -1.93832  0.00
H 2.36163 -2.73112 0.87676  0.00
H 3.88420 -3.52192 0.48705  0.00
H 2.36997 -4.28323 -0.02145  0.00
C 0.53897 -2.76107 -1.42311  0.00
C 0.18088 -3.90267 -2.33068  0.00
H -0.21080 -1.96011 -1.49530  0.00
H 0.57957 -3.07257 -0.36678  0.00
H 0.01299 -3.54795 -3.35188  0.00
H -0.74513 -4.36669 -1.97227  0.00
H 0.96521 -4.66576 -2.33076  0.00
C -0.63302 -0.22183 -4.14485  0.00
C 1.69964 -0.70876 -4.32188  0.00
C -1.81172 -0.80127 -3.40875  0.00
H -0.58577 -0.64214 -5.16354  0.00
H -0.72734 0.87280 -4.23639  0.00
H -1.77980 -1.89687 -3.41557  0.00
H -2.73445 -0.48868 -3.90822  0.00
H -1.84996 -0.45753 -2.36909  0.00
C 1.69724 -2.07004 -4.96731  0.00
H 2.59283 -0.57749 -3.70097  0.00
H 1.70703 0.07862 -5.09504  0.00
H 1.82529 -2.84449 -4.20747  0.00
H 2.53625 -2.12762 -5.66538  0.00
H 0.77318 -2.24725 -5.52679  0.00
H 1.05435 -0.44835 -1.50114  0.05
N -0.60524 -0.28982 3.03782  0.37
C -1.47470 0.16125 3.95693  0.05
C -2.21262 1.33588 3.77807  0.33
C -2.42913 2.02157 2.57837  0.09
C -1.69919 -0.65840 5.19781  0.04
H -0.75910 -1.00924 5.64212  0.00
H -2.33353 -1.53570 4.99871  -0.01
H -2.21682 -0.03888 5.93881  -0.01
C -3.64223 2.90135 2.42420  0.02
H -4.31564 2.55175 1.62521  0.00
H -3.37793 3.94665 2.20933  0.00
H -4.20575 2.88347 3.36391  -0.01
N -1.57002 1.93056 1.55313  0.26
C -0.26170 -1.67437 3.01018  0.02
C 0.91854 -2.14780 3.62591  -0.04
C 1.77881 -1.26240 4.46670  0.01
C 1.27530 -3.48261 3.46133  0.00
H 2.21136 -3.83283 3.90494  0.00
C 0.44357 -4.36580 2.77353  0.01
H 0.74057 -5.40712 2.64478  0.00
C -0.78293 -3.92355 2.28239  0.00
H -1.47360 -4.61598 1.79134  0.00
C -1.17223 -2.59914 2.44355  0.00
C -2.56295 -2.18558 2.08062  -0.02
C -1.86365 2.54740 0.29898  0.00
C -1.39731 3.85396 0.03283  -0.01
C -0.79998 4.68817 1.12102  0.01
C -1.51988 4.35523 -1.26080  0.00
H -1.12326 5.35225 -1.46839  0.00
C -2.14388 3.60338 -2.25781  0.01
H -2.21522 4.00024 -3.27173  0.00
C -2.71307 2.36614 -1.95338  -0.01
H -3.26481 1.79779 -2.70773  0.00
C -2.60978 1.83511 -0.66894  -0.04
C -3.26510 0.53156 -0.32690  0.04
Co 0.04347 0.95711 1.69409  2.41
H 2.54862 -0.76225 3.86690  0.00
H 2.30009 -1.86460 5.22351  0.00
H 1.21534 -0.48621 4.99322  0.00
H -2.58432 -1.21598 1.56671  0.01
H -3.21652 -2.10432 2.96471  0.00
H -3.01387 -2.93140 1.41403  0.00
H -0.44840 5.64122 0.70721  0.00
H 0.05712 4.20180 1.60036  0.01
H -1.52777 4.91598 1.91264  0.00
H -3.78101 0.57096 0.64231  0.01
H -2.53791 -0.29534 -0.28975  -0.01
H -4.01121 0.26776 -1.08892  0.00
H -2.81996 1.65468 4.62628  -0.02
C 0.95581 0.45028 -0.74056  0.09
Si 2.03759 1.83208 -1.50022  0.01
H -0.10716 0.74728 -0.74591  -0.01
H 1.31871 0.08030 0.24268  0.00
C 3.74633 1.15767 -1.86803  0.00
C 2.26082 3.40562 -0.50523  0.02
C 1.26171 2.52768 -3.06749  0.00
H 1.60152 3.56430 -3.20011  0.00
H 0.16788 2.54728 -3.01348  0.00
H 1.54876 1.96243 -3.96095  0.00
H 4.38060 1.28114 -0.98064  0.00
H 4.20345 1.72066 -2.69241  0.00
H 3.74125 0.09654 -2.13746  0.00
H 2.73686 3.22190 0.46307  0.00
H 1.30927 3.92508 -0.33683  -0.01
H 2.90912 4.08646 -1.07540  0.00
F 1.26630 1.77796 4.08563  0.01
C 1.51994 1.80882 2.72774  0.26
F 1.74491 3.14690 2.45526  0.01
F 2.74977 1.18852 2.54522  0.01

Properties
expectation value of S²	6.06
ΔE to the lowest compared entry with this formula, charge and spin	0.0	kcal per mole
net charge	+1
2S+1	5
max |F|	3.401	eV/Å
gap between HOMO and LUMO (spin up / spin down)	8.30 / 5.37	eV
total energy	-96908.2260	eV

=====

Molecular formula: C7H16NO
Method: DFT, ωB97M-V/def2-TZVPD

Each line ends with the Löwdin charge.
Element x y z (Å)
C 1.97775 0.88584 -0.60896  -0.05
C 1.32629 -0.47625 -0.50229  -0.26
C 0.10072 0.24080 0.15340  -0.31
C 2.02833 -1.30863 0.52079  -0.05
C -1.67148 -1.45065 -0.52156  -0.03
C -2.27600 0.89826 0.38075  -0.03
C -1.22546 0.02559 -0.43100  -0.37
N 0.66093 1.55639 -0.27538  0.13
O 0.19574 0.47381 1.79261  -0.03
H 2.82081 1.21460 0.06649  0.16
H 2.35828 1.18855 -1.63921  0.16
H 1.02702 -0.76821 -1.48481  0.15
H 1.86319 -0.94100 1.50801  0.06
H 3.20774 -1.35193 0.38150  0.14
H 1.57242 -2.32894 0.43810  0.10
H -1.72801 -1.74105 -1.60474  0.10
H -2.67889 -1.43067 -0.22194  0.06
H -0.95347 -2.16683 -0.00717  0.11
H -1.92602 1.90613 0.50797  0.06
H -2.32404 0.44621 1.40609  0.09
H -3.37168 0.84855 -0.09573  0.14
H -1.21861 0.27067 -1.50259  0.15
H 0.55869 2.23610 0.52814  0.21
H 0.06872 1.93066 -1.03758  0.19
H -0.39297 -0.15801 2.24911  0.10

Properties
SMILES string	CC(C)[C@]1(O)[NH2+]C[C@H]1C
ΔE to the lowest compared entry with this formula, charge and spin	60.4	kcal per mole
net charge	+1
2S+1	1
max |F|	4.159	eV/Å
gap between HOMO and LUMO	12.12	eV
total energy	-11047.2296	eV

=====

Molecular formula: C12H23N3O3
Method: DFT, ωB97M-V/def2-TZVPD

Each line ends with the Löwdin charge.
Element x y z (Å)
C -5.20235 -2.04124 0.01960  -0.11
N -5.61067 -0.65466 0.06592  -0.29
C -6.03127 -0.26264 1.39263  -0.11
H -6.33341 0.78318 1.37969  0.08
H -5.25284 -0.39817 2.15870  0.08
H -6.89253 -0.86774 1.67610  0.08
C -4.67747 0.25899 -0.55594  -0.22
C -3.29283 0.38553 0.10439  -0.17
H -2.79961 -0.58779 0.11708  0.11
H -3.40521 0.72792 1.13532  0.11
C -2.41693 1.37479 -0.66141  -0.18
N -1.10735 1.49203 -0.06995  0.08
C 0.02532 1.08831 -0.64770  -0.41
O 0.14469 0.61996 -1.76824  0.06
C 1.23638 1.28470 0.27248  -0.41
O 1.11916 1.71155 1.40748  0.07
N 2.37432 0.94646 -0.34189  0.09
C 3.67225 0.95009 0.27582  -0.10
H 3.57801 1.47643 1.22887  0.13
H 4.38203 1.48491 -0.36128  0.13
C 4.18919 -0.47884 0.55510  -0.32
C 4.58148 -1.22311 -0.72556  -0.12
H 4.55767 -2.29736 -0.54230  0.12
C 6.02082 -0.75209 -0.94580  -0.15
H 6.04611 0.12783 -1.58837  0.10
C 6.49724 -0.40054 0.47420  -0.19
H 7.22015 -1.12571 0.85932  0.12
O 5.36634 -0.44225 1.33127  -0.10
H 6.95412 0.59566 0.51248  0.12
H 6.64021 -1.52212 -1.39968  0.11
H 3.92745 -0.99646 -1.56418  0.11
H 3.43336 -1.01100 1.14180  0.16
H 2.26146 0.58581 -1.28265  0.13
H -1.01701 1.82939 0.88170  0.14
H -2.89428 2.36044 -0.68039  0.13
H -2.26674 1.03419 -1.68891  0.12
H -4.54493 -0.06702 -1.59178  0.12
H -5.15220 1.24493 -0.57492  0.12
H -4.88782 -2.28960 -0.99236  0.09
H -6.05882 -2.66385 0.27892  0.08
H -4.38346 -2.28093 0.71444  0.08

Properties
SMILES string	CN(C)CCCNC(=O)C(=O)NC[C@H]1CCCO1
ΔE to the lowest compared entry with this formula, charge and spin	25.8	kcal per mole
2S+1	1
max |F|	0.591	eV/Å
gap between HOMO and LUMO	9.18	eV
total energy	-23430.5456	eV

=====

Molecular formula: C26H36ErN9S7Si
Method: DFT, ωB97M-V/def2-TZVPD

Each line ends with the Mulliken spin population.
Element x y z (Å)
Er 1.62297 -0.16286 1.50631  3.04
S 0.97898 -2.00726 3.69571  -0.01
C -0.65333 -1.90556 3.18281  0.00
S -1.09503 -0.60486 2.14551  -0.01
C -1.61063 -2.83026 3.60321  0.00
C -1.31672 -3.89206 4.45881  0.00
N -1.16363 -4.78906 5.17061  0.00
C -2.92833 -2.80416 3.15651  0.00
N -4.02432 -2.85146 2.79061  0.00
N 1.45627 0.51274 -1.26449  0.00
C 2.72558 0.99694 -1.78329  0.00
C 3.22868 2.15694 -0.91779  0.00
N 3.35358 1.69404 0.45401  0.00
H 1.22937 -0.38996 -1.67619  0.00
H 0.70227 1.15334 -1.49659  0.00
H 2.66787 1.34074 -2.83019  0.00
H 3.43998 0.16984 -1.72369  0.00
H 2.49658 2.97314 -0.94799  0.00
H 4.18798 2.52134 -1.32679  0.00
H 3.61328 2.45994 1.07391  0.00
H 4.11008 0.99494 0.50071  0.00
S 4.74977 -0.85996 1.62861  0.00
S 5.30988 0.48124 3.03641  0.00
S 3.79448 0.63154 4.46831  0.00
S 2.26037 1.66994 3.66491  -0.01
N -1.95392 10.67394 2.26221  0.00
C -1.70382 9.56174 2.06381  0.00
C -1.42642 8.21654 1.81331  0.00
C -0.66923 7.44284 2.71771  0.00
C -0.43813 6.11184 2.47561  0.00
C -0.95243 5.49944 1.32361  0.00
C -1.70102 6.26634 0.41661  0.00
C -1.93603 7.59644 0.65411  0.00
N -0.72743 4.14514 1.06781  0.00
C -1.56873 3.30274 0.38131  0.00
C -0.94282 2.09584 0.31781  0.00
N 0.27037 2.17054 0.94031  0.00
C 0.36767 3.40274 1.37721  0.00
H -0.27313 7.91464 3.60581  0.00
H 0.12867 5.51944 3.17761  0.00
H -2.07882 5.80934 -0.48769  0.00
H -2.50503 8.18754 -0.05099  0.00
H -2.54322 3.60834 0.06391  0.00
H -1.30262 1.18994 -0.12979  0.00
H 1.21207 3.78564 1.91481  0.00
C 5.02967 -3.49706 -2.25789  0.00
Si 3.13768 -3.78766 -2.15529  0.00
C 2.84018 -5.66816 -1.91679  0.00
C 2.44398 -3.32246 -3.88669  0.00
C 2.37188 -2.77176 -0.83659  0.00
C 1.95037 -2.04676 0.05551  -0.01
H 5.53807 -4.22076 -2.89319  0.00
H 5.47397 -3.54866 -1.26889  0.00
H 5.24317 -2.50536 -2.64839  0.00
H 3.35258 -6.26636 -2.66909  0.00
H 1.78007 -5.90556 -1.96839  0.00
H 3.19438 -5.98756 -0.94049  0.00
H 2.85278 -3.94316 -4.68069  0.00
H 2.68038 -2.28956 -4.12589  0.00
H 1.36327 -3.41986 -3.91779  0.00
C -5.21242 -1.87066 -1.30709  0.00
N -3.95832 -1.61746 -0.63969  0.00
C -3.97483 -0.42576 0.17241  0.00
C -2.77422 -2.00086 -1.21679  0.00
S -1.63012 -0.89356 -1.68469  0.00
N -2.60712 -3.32316 -1.43419  0.00
C -1.37203 -3.81916 -1.99269  0.00
C -3.43732 -4.31046 -0.78139  0.00
H -5.57902 -0.94086 -1.76469  0.00
H -5.95872 -2.21546 -0.58759  0.00
H -5.09412 -2.61496 -2.09049  0.00
H -4.81532 -0.50726 0.86071  0.00
H -4.07013 0.49004 -0.42489  0.00
H -3.06542 -0.38416 0.77001  0.00
H -0.96192 -3.08216 -2.68039  0.00
H -1.56882 -4.74736 -2.52949  0.00
H -0.62993 -3.99606 -1.20879  0.00
H -3.93673 -3.87176 0.08191  0.00
H -2.80972 -5.13196 -0.43649  0.00
H -4.18812 -4.71676 -1.46989  0.00

Properties
expectation value of S²	3.75
ΔE to the lowest compared entry with this formula, charge and spin	1.3	kcal per mole
net charge	-2
2S+1	4
max |F|	2.226	eV/Å
gap between HOMO and LUMO (spin up / spin down)	4.34 / 4.35	eV
total energy	-152308.7264	eV

=====

Molecular formula: C3H10NO
Method: DFT, ωB97M-V/def2-TZVPD

Each line ends with the Mulliken spin population.
Element x y z (Å)
C -1.49167 -1.87062 -0.91327  0.00
N -2.39042 -0.97132 -0.53851  0.00
H -1.51337 -2.43756 -1.82250  0.00
H -0.77737 -2.08926 -0.16362  0.00
H -2.17812 -0.32773 0.21095  0.00
H -3.02535 -0.43271 -1.13422  0.00
C 1.35354 0.54225 1.00175  0.05
O -0.10543 0.42349 1.16332  0.71
C 1.63185 1.21231 -0.33426  0.19
H 1.75625 1.09875 1.80331  -0.01
H 1.74670 -0.42747 1.15031  0.03
H -0.25656 1.20104 1.71621  -0.02
H 1.80629 2.24377 -0.20802  0.01
H 2.53057 0.66304 -0.82801  0.03
H 0.91310 1.17202 -1.10343  0.01

Properties
expectation value of S²	0.75
ΔE to the lowest compared entry with this formula, charge and spin	95.4	kcal per mole
net charge	+2
2S+1	2
max |F|	3.824	eV/Å
gap between HOMO and LUMO (spin up / spin down)	12.50 / 7.57	eV
total energy	-6787.8523	eV

=====

Molecular formula: C52H31Cl6N4O2Pd
Method: DFT, ωB97M-V/def2-TZVPD

Each line ends with the Löwdin charge.
Element x y z (Å)
Pd 0.35085 -0.27451 0.09558  1.01
Cl 1.22401 3.36684 8.69518  0.70
C 1.12064 2.75091 7.08342  -0.67
C 1.29792 1.39676 6.85413  -0.08
C 1.19345 0.90810 5.56090  -0.02
C 0.91628 1.75754 4.49115  -0.21
C 0.75543 3.11894 4.74791  -0.03
C 0.85785 3.61923 6.03428  -0.09
C 0.77207 1.19887 3.11732  -0.05
C -0.45450 1.44204 2.41199  -0.18
C -1.64593 2.06561 3.00853  0.03
C -2.59437 2.09136 2.06826  0.04
C -1.99702 1.54874 0.84456  -0.19
C -2.58779 1.44314 -0.35394  0.00
C -4.03023 1.74472 -0.52670  -0.20
C -4.54116 3.02429 -0.33157  -0.02
C -5.89852 3.27441 -0.46530  -0.08
C -6.75185 2.23468 -0.79334  -0.66
Cl -8.44568 2.53574 -0.95156  0.70
C -6.26277 0.95271 -1.00161  -0.08
C -4.90510 0.71542 -0.87711  -0.02
C -1.77314 1.06900 -1.59239  -0.35
N -0.95871 -0.12598 -1.39869  0.04
C -1.20135 -0.97311 -2.35086  -0.16
C -0.54412 -2.24473 -2.49680  -0.07
C -1.16836 -3.27709 -3.37629  -0.21
C -1.72311 -4.41313 -2.78960  -0.02
C -2.32186 -5.39466 -3.56491  -0.08
C -2.36215 -5.24016 -4.94126  -0.67
Cl -3.08937 -6.46809 -5.91855  0.70
C -1.82206 -4.11537 -5.54576  -0.09
C -1.23020 -3.13885 -4.76065  -0.03
C 0.60256 -2.54505 -1.83123  -0.20
C 1.41381 -3.74851 -2.07255  0.04
C 2.49089 -3.65724 -1.29502  0.04
C 2.37063 -2.40913 -0.51342  -0.18
N 1.24165 -1.77022 -0.87977  0.00
C 3.24881 -2.00814 0.48817  -0.06
C 2.93330 -0.99230 1.39496  -0.18
C 3.83803 -0.48731 2.43971  0.03
C 3.14331 0.37195 3.18784  0.03
C 1.79562 0.45254 2.61022  -0.19
N 1.74600 -0.36778 1.50393  -0.01
C 4.52445 -2.76152 0.66198  -0.21
C 4.83647 -3.37358 1.87432  -0.03
C 5.99867 -4.11314 2.02651  -0.09
C 6.86381 -4.24853 0.95295  -0.67
Cl 8.30745 -5.18533 1.12858  0.69
C 6.58307 -3.64161 -0.26051  -0.09
C 5.41894 -2.90296 -0.39691  -0.03
C -2.23940 -0.44007 -3.27028  0.06
C -2.58467 0.75792 -2.82853  0.05
N -0.68092 1.13660 1.15093  0.04
H 1.50721 0.73144 7.68040  0.11
H 1.30847 -0.15415 5.38173  0.13
H 0.57968 3.80397 3.92666  0.13
H 0.74094 4.67680 6.22783  0.11
H -1.73320 2.39092 4.03217  0.12
H -3.59914 2.46740 2.15961  0.12
H -3.86704 3.83941 -0.09758  0.13
H -6.29406 4.27099 -0.32550  0.11
H -6.94216 0.15177 -1.25897  0.11
H -4.52380 -0.28750 -1.02938  0.12
H -1.69087 -4.52441 -1.71185  0.12
H -2.75910 -6.27111 -3.10658  0.11
H -1.85993 -4.01092 -6.62169  0.11
H -0.78591 -2.27311 -5.23870  0.13
H 1.17407 -4.52487 -2.78067  0.13
H 3.29668 -4.36669 -1.20947  0.12
H 4.87666 -0.75584 2.53804  0.12
H 3.49103 0.94789 4.02927  0.13
H 4.14682 -3.29941 2.70661  0.13
H 6.22838 -4.59377 2.96763  0.11
H 7.27539 -3.74179 -1.08515  0.11
H 5.21709 -2.40277 -1.33689  0.13
H -2.61549 -0.95263 -4.14092  0.12
H -3.28191 1.46239 -3.25411  0.14
O -1.05872 2.27282 -1.95263  0.06
C 0.27093 2.55737 -1.80313  -0.39
O 1.07942 1.83108 -1.29817  0.09
C 0.58181 3.90828 -2.34732  -0.13
C -0.32759 4.63875 -3.10691  -0.02
C 0.02930 5.88595 -3.59552  -0.06
C 1.28740 6.40536 -3.31999  -0.07
C 2.19186 5.67856 -2.55734  -0.06
C 1.84193 4.42907 -2.07388  -0.01
H -1.30665 4.23199 -3.31747  0.11
H -0.67362 6.45291 -4.19120  0.11
H 1.56431 7.37905 -3.70353  0.11
H 3.17113 6.08475 -2.34202  0.11
H 2.53311 3.84481 -1.48134  0.12
Cl -2.78031 -3.83385 3.42671  0.54
C -2.73508 -2.47240 2.30849  -1.01
Cl -1.23675 -2.42330 1.34994  0.53
H -2.78520 -1.55432 2.88175  0.02
H -3.56864 -2.56085 1.62289  0.02

Properties
net charge	+1
2S+1	1
max |F|	0.479	eV/Å
gap between HOMO and LUMO	5.08	eV
total energy	-143093.0417	eV